Record 1
Density functional theory data (wB97M-V/def2-TZVPD) for 9 unconnected molecules or ions with the total composition C45H76NO18PS at a distorted geometry.

For the LUMO energy, the calculation gives 0.3893 eV. For the HOMO-LUMO gap, the calculation gives 8.0 eV. Its highest occupied orbital energy is -0.280 Ha. The structure (SMILES) is CN1c2ccccc2Sc2ccc(P(O)O)cc21.CCOC(C)=O.CCOC(C)=O.CCOC(C)=O.CCOC(C)=O.CCOC(C)=O.CCOC(C)=O.CCOC(C)=O.CCOC(C)=O. Its total charge is 0. The energy comes out at -3908.87116 Eh.

CARTESIAN COORDINATES (ANGSTROEM)
1 C 2.3267 -3.4046 -2.3549
2 N 2.4126 -3.4437 -3.8253
3 C 3.4991 -2.6426 -4.3421
4 C 4.3695 -1.8066 -3.5103
5 C 5.4947 -1.0331 -4.0576
6 C 5.8038 -1.0366 -5.5003
7 C 4.9005 -1.8816 -6.3712
8 C 3.7977 -2.6335 -5.7947
9 S 2.6590 -3.6563 -6.7982
10 C 1.0695 -3.2805 -5.9772
11 C -0.1447 -3.0937 -6.7451
12 C -1.3989 -2.7668 -6.0732
13 C -1.3911 -2.6208 -4.6059
14 P -2.9855 -2.1502 -3.6913
15 O -2.4086 -1.3807 -2.2882
16 O -3.7361 -1.0021 -4.6788
17 C -0.1355 -2.8434 -3.8157
18 C 1.1457 -3.1914 -4.4915
19 H 1.5772 -4.1405 -1.9443
20 H 3.3358 -3.7126 -1.9542
21 H 2.1007 -2.3820 -1.9518
22 H 4.2108 -1.7206 -2.4111
23 H 6.1631 -0.4214 -3.4002
24 H 6.6476 -0.4240 -5.8848
25 H 5.0521 -1.9447 -7.4774
26 H -0.1308 -3.2024 -7.8599
27 H -2.3370 -2.5932 -6.6576
28 H -1.7765 -0.6761 -2.5387
29 H -3.0404 -0.3493 -4.9074
30 H -0.2030 -2.7465 -2.7107
31 C -0.3497 0.9235 1.1890
32 C -0.0543 -0.3387 0.4048
33 O 1.3209 -0.4283 0.0469
34 C 2.2922 -0.9150 0.8192
35 C 2.0387 -1.1577 2.2816
36 O 3.3937 -1.0933 0.3513
37 H 0.1938 0.9458 2.1356
38 H -1.4172 1.0019 1.4017
39 H -0.0351 1.8030 0.6234
40 H -0.3820 -1.2418 0.9241
41 H -0.5949 -0.3166 -0.5424
42 H 2.3813 -0.2940 2.8521
43 H 2.6028 -2.0393 2.5871
44 H 0.9973 -1.3619 2.5217
45 C 4.3445 -6.2126 -3.9833
46 C 3.7054 -7.2474 -3.0811
47 O 4.2319 -8.5567 -3.3365
48 C 5.3652 -9.0328 -2.7919
49 C 6.2981 -8.0815 -2.0869
50 O 5.6595 -10.1917 -2.9346
51 H 5.4201 -6.1380 -3.8110
52 H 3.8993 -5.2312 -3.8169
53 H 4.2116 -6.4879 -5.0311
54 H 3.7905 -6.9929 -2.0219
55 H 2.6378 -7.3033 -3.2999
56 H 7.0723 -7.7593 -2.7832
57 H 6.7605 -8.6094 -1.2527
58 H 5.8043 -7.2096 -1.6633
59 C -6.7412 0.6874 -1.7379
60 C -5.3894 0.2539 -1.2132
61 O -5.3187 0.4159 0.2116
62 C -5.7677 -0.4896 1.0935
63 C -6.6373 -1.6194 0.6065
64 O -5.5362 -0.3513 2.2696
65 H -7.5460 0.0777 -1.3248
66 H -6.7747 0.6122 -2.8266
67 H -6.9468 1.7169 -1.4480
68 H -5.1286 -0.7654 -1.5050
69 H -4.6173 0.9006 -1.6330
70 H -7.6845 -1.3464 0.7413
71 H -6.4151 -2.5052 1.2021
72 H -6.4642 -1.8952 -0.4314
73 C 5.1950 1.4658 6.8339
74 C 5.0392 1.2220 5.3487
75 O 3.6657 0.9760 5.0037
76 C 2.7641 1.9400 4.7658
77 C 3.0946 3.3640 5.1299
78 O 1.6753 1.6502 4.3338
79 H 4.6445 2.3525 7.1571
80 H 6.2416 1.5982 7.0897
81 H 4.7950 0.6227 7.4009
82 H 5.4546 2.0299 4.7431
83 H 5.5862 0.3199 5.0749
84 H 2.6871 3.5836 6.1167
85 H 2.6325 4.0226 4.3942
86 H 4.1590 3.5877 5.1177
87 C -10.8136 0.9355 3.0867
88 C -9.3777 0.7768 2.6314
89 O -9.2288 1.1500 1.2560
90 C -9.0428 2.4155 0.8310
91 C -9.2640 3.5565 1.7889
92 O -8.7736 2.6208 -0.3264
93 H -11.1414 1.9735 3.0226
94 H -10.9284 0.5995 4.1190
95 H -11.4802 0.3523 2.4476
96 H -8.6724 1.3208 3.2621
97 H -9.0960 -0.2759 2.6917
98 H -10.2757 3.9384 1.6643
99 H -8.5489 4.3448 1.5520
100 H -9.1008 3.2980 2.8306
101 C -14.7691 6.1731 4.8096
102 C -14.4711 4.9182 4.0145
103 O -13.0827 4.8439 3.6657
104 C -12.1269 4.3533 4.4726
105 C -12.4432 4.1072 5.9248
106 O -11.0117 4.1855 4.0468
107 H -14.2246 6.1888 5.7551
108 H -15.8363 6.2471 5.0245
109 H -14.4582 7.0579 4.2512
110 H -14.7943 4.0089 4.5254
111 H -15.0179 4.9526 3.0713
112 H -12.1314 4.9727 6.5095
113 H -11.8857 3.2302 6.2538
114 H -13.4924 3.8955 6.1196
115 C 11.5618 0.6439 8.6894
116 C 11.3881 0.4056 7.2031
117 O 10.0130 0.1702 6.8736
118 C 9.1145 1.1417 6.6485
119 C 9.4588 2.5625 7.0135
120 O 8.0194 0.8607 6.2285
121 H 11.0215 1.5326 9.0200
122 H 12.6169 0.7693 8.9374
123 H 11.1622 -0.1981 9.2571
124 H 11.8023 1.2129 6.5956
125 H 11.9256 -0.5001 6.9197
126 H 9.0640 2.7818 8.0059
127 H 8.9931 3.2268 6.2853
128 H 10.5244 2.7797 6.9900
129 C 4.9285 4.0443 -7.4066
130 C 6.2974 3.3950 -7.4299
131 O 6.1924 1.9713 -7.5505
132 C 6.0531 1.3197 -8.7193
133 C 5.7162 2.1012 -9.9627
134 O 6.1247 0.1185 -8.7465
135 H 4.3826 3.8646 -8.3342
136 H 5.0171 5.1221 -7.2614
137 H 4.3251 3.6264 -6.5989
138 H 6.9457 3.8059 -8.2067
139 H 6.7991 3.5814 -6.4793
140 H 4.6373 2.0787 -10.1168
141 H 6.2113 1.6276 -10.8104
142 H 6.0595 3.1334 -9.9435

Atomic partial charges in e from the Mulliken method, atoms 1 to 99: number 1, C, carries -2.2141; number 2, N, carries 0.5059; number 3, C, carries 0.1405; number 4, C, carries -0.3743; number 5, C, carries -0.8247; number 6, C, carries -0.5174; number 7, C, carries -0.5925; number 8, C, carries 0.6553; number 9, S, carries -0.2616; number 10, C, carries 0.4000; number 11, C, carries -0.5013; number 12, C, carries -0.5584; number 13, C, carries 0.0135; number 14, P, carries -0.0083; number 15, O, carries -0.2897; number 16, O, carries -0.4582; number 17, C, carries -0.4014; number 18, C, carries 0.0553; number 19, H, carries 0.5309; number 20, H, carries 0.3816; number 21, H, carries 0.8474; number 22, H, carries 0.3685; number 23, H, carries 0.3343; number 24, H, carries 0.3901; number 25, H, carries 0.3698; number 26, H, carries 0.3328; number 27, H, carries 0.3617; number 28, H, carries 0.2580; number 29, H, carries 0.3278; number 30, H, carries 0.4602; number 31, C, carries -0.9750; number 32, C, carries 0.3279; number 33, O, carries -0.3555; number 34, C, carries 0.9000; number 35, C, carries -0.8823; number 36, O, carries -0.5873; number 37, H, carries 0.2035; number 38, H, carries 0.3458; number 39, H, carries 0.3271; number 40, H, carries 0.3841; number 41, H, carries -0.3358; number 42, H, carries 0.0255; number 43, H, carries 0.3502; number 44, H, carries 0.3518; number 45, C, carries -0.1114; number 46, C, carries -0.5915; number 47, O, carries -0.3767; number 48, C, carries 0.6883; number 49, C, carries -0.8444; number 50, O, carries -0.5697; number 51, H, carries 0.2575; number 52, H, carries -0.1723; number 53, H, carries 0.3553; number 54, H, carries 0.3709; number 55, H, carries 0.3363; number 56, H, carries 0.2294; number 57, H, carries 0.3062; number 58, H, carries 0.3068; number 59, C, carries -0.9554; number 60, C, carries -0.0450; number 61, O, carries -0.4489; number 62, C, carries 0.8442; number 63, C, carries -0.8318; number 64, O, carries -0.6191; number 65, H, carries 0.1812; number 66, H, carries 0.4138; number 67, H, carries 0.2706; number 68, H, carries 0.1715; number 69, H, carries 0.2724; number 70, H, carries 0.1170; number 71, H, carries 0.3257; number 72, H, carries 0.3265; number 73, C, carries -0.8008; number 74, C, carries -0.4097; number 75, O, carries -0.3357; number 76, C, carries 0.8368; number 77, C, carries -1.0894; number 78, O, carries -0.5623; number 79, H, carries 0.2890; number 80, H, carries 0.1678; number 81, H, carries 0.3003; number 82, H, carries 0.3151; number 83, H, carries 0.3382; number 84, H, carries 0.2730; number 85, H, carries 0.3224; number 86, H, carries 0.3513; number 87, C, carries -0.7437; number 88, C, carries -0.3631; number 89, O, carries -0.3773; number 90, C, carries 0.8314; number 91, C, carries -0.9770; number 92, O, carries -0.6043; number 93, H, carries -0.0364; number 94, H, carries 0.3776; number 95, H, carries 0.3209; number 96, H, carries 0.3596; number 97, H, carries 0.3270; number 98, H, carries 0.2039; number 99, H, carries 0.3644


Record 2
Density functional theory data (wB97M-V/def2-TZVPD) for a molecular structure, C36H36LiN4P2S3Se at a distorted geometry.

For the LUMO energy, the calculation gives 2.2453 eV. For the HOMO-LUMO gap, the calculation gives 6.1 eV. Its highest occupied orbital energy is -0.143 Ha. Its total charge is -1. The energy comes out at -5898.89206 Eh.

CARTESIAN COORDINATES (ANGSTROEM)
1 Li 0.1368 0.2710 -0.2100
2 S 2.1723 -1.7795 -1.2834
3 P 0.6883 -2.5625 -0.1324
4 C -0.6410 -1.5771 0.0829
5 P -1.2874 -1.1312 1.5697
6 S -1.6094 0.8560 1.7248
7 C -0.4325 -1.5830 3.1557
8 C 0.7473 -0.9066 3.4831
9 C 1.3663 -1.1065 4.7059
10 C 0.8159 -1.9856 5.6366
11 C -0.3489 -2.6668 5.3210
12 C -0.9650 -2.4701 4.0855
13 C -2.9019 -2.0248 1.7848
14 C -2.9930 -3.3525 1.3698
15 C -4.1889 -4.0532 1.4696
16 C -5.3240 -3.4215 1.9671
17 C -5.2497 -2.0927 2.3621
18 C -4.0445 -1.4007 2.2712
19 C 1.5176 -3.3200 1.3408
20 C 0.9190 -4.3798 2.0209
21 C 1.5310 -4.9597 3.1258
22 C 2.7558 -4.4792 3.5709
23 C 3.3600 -3.4188 2.9046
24 C 2.7441 -2.8424 1.7978
25 C 0.1637 -4.1019 -1.0426
26 C -1.1047 -4.1460 -1.6076
27 C -1.5025 -5.2280 -2.3929
28 C -0.6306 -6.2831 -2.6155
29 C 0.6402 -6.2545 -2.0439
30 C 1.0314 -5.1731 -1.2678
31 H 1.1661 -0.2041 2.7711
32 H 2.2802 -0.5724 4.9408
33 H 1.2925 -2.1351 6.5985
34 H -0.7861 -3.3543 6.0358
35 H -1.8769 -3.0060 3.8584
36 H -2.1170 -3.8275 0.9399
37 H -4.2394 -5.0852 1.1426
38 H -6.2622 -3.9598 2.0351
39 H -6.1335 -1.5897 2.7371
40 H -3.9782 -0.3594 2.5670
41 H -0.0363 -4.7630 1.6777
42 H 1.0519 -5.7854 3.6392
43 H 3.2331 -4.9263 4.4353
44 H 4.3172 -3.0419 3.2470
45 H 3.2139 -2.0290 1.2578
46 H -1.7755 -3.3163 -1.4026
47 H -2.4970 -5.2466 -2.8249
48 H -0.9352 -7.1257 -3.2263
49 H 1.3248 -7.0796 -2.2066
50 H 2.0274 -5.1470 -0.8390
51 C -0.1602 -1.9175 -4.1868
52 N -0.5012 -0.6993 -3.4791
53 C 0.3578 0.3078 -3.2671
54 S -0.1210 1.6655 -2.3595
55 N 1.5520 0.1810 -3.8772
56 C 2.6683 1.0595 -3.5684
57 H -1.0417 -2.5491 -4.2210
58 H 0.6402 -2.4707 -3.6817
59 H 0.1376 -1.6853 -5.2127
60 H -1.2720 -0.7162 -2.8253
61 H 1.8190 -0.7795 -4.0356
62 H 2.2794 2.0098 -3.2141
63 H 3.2667 1.2189 -4.4660
64 H 3.2891 0.6248 -2.7818
65 C 4.6382 1.0148 3.3973
66 N 3.8539 2.1893 3.0689
67 C 3.0122 2.2933 1.9993
68 Se 2.7320 1.0845 0.6654
69 N 2.4281 3.5159 2.1182
70 C 2.8847 4.1973 3.2367
71 C 2.6007 5.4449 3.7582
72 C 3.2733 5.8180 4.9163
73 C 4.1977 4.9661 5.5225
74 C 4.4806 3.7128 4.9904
75 C 3.8067 3.3478 3.8404
76 H 4.3164 0.2069 2.7452
77 H 4.4643 0.7412 4.4378
78 H 5.7008 1.2033 3.2406
79 H 1.7013 3.8000 1.4823
80 H 1.8840 6.1038 3.2851
81 H 3.0756 6.7877 5.3543
82 H 4.7022 5.2851 6.4254
83 H 5.2005 3.0511 5.4549

Now the Mulliken charges, all in e: number 1, Li, carries 0.4513; number 2, S, carries -0.4544; number 3, P, carries 2.1531; number 4, C, carries -1.3509; number 5, P, carries 1.6445; number 6, S, carries -0.7059; number 7, C, carries -0.0242; number 8, C, carries -0.1334; number 9, C, carries -0.2826; number 10, C, carries -0.6068; number 11, C, carries -0.7618; number 12, C, carries -0.2074; number 13, C, carries -0.6573; number 14, C, carries 0.2310; number 15, C, carries -0.9654; number 16, C, carries -0.4793; number 17, C, carries -0.6594; number 18, C, carries -0.3550; number 19, C, carries -0.1897; number 20, C, carries 0.0115; number 21, C, carries -0.7115; number 22, C, carries -0.5533; number 23, C, carries -0.5646; number 24, C, carries -0.4133; number 25, C, carries -0.4003; number 26, C, carries -0.1480; number 27, C, carries -0.9109; number 28, C, carries -0.5163; number 29, C, carries -0.6151; number 30, C, carries -0.6384; number 31, H, carries 0.2219; number 32, H, carries 0.3021; number 33, H, carries 0.3823; number 34, H, carries 0.3829; number 35, H, carries 0.3236; number 36, H, carries 0.3299; number 37, H, carries 0.4498; number 38, H, carries 0.3572; number 39, H, carries 0.3828; number 40, H, carries 0.3508; number 41, H, carries 0.1804; number 42, H, carries 0.3983; number 43, H, carries 0.3594; number 44, H, carries 0.3946; number 45, H, carries 0.4059; number 46, H, carries 0.5489; number 47, H, carries 0.4659; number 48, H, carries 0.3714; number 49, H, carries 0.3772; number 50, H, carries 0.4251; number 51, C, carries -1.1725; number 52, N, carries 0.0500; number 53, C, carries 0.2691; number 54, S, carries -0.4633; number 55, N, carries -0.2398; number 56, C, carries -0.8972; number 57, H, carries 0.3549; number 58, H, carries 0.3397; number 59, H, carries 0.4027; number 60, H, carries 0.3257; number 61, H, carries 0.3061; number 62, H, carries 0.3766; number 63, H, carries 0.2860; number 64, H, carries 0.2221; number 65, C, carries -0.8799; number 66, N, carries 0.4308; number 67, C, carries -0.3409; number 68, Se, carries -0.1574; number 69, N, carries 0.0777; number 70, C, carries 0.2408; number 71, C, carries -0.8470; number 72, C, carries -0.4262; number 73, C, carries -0.6433; number 74, C, carries -0.5608; number 75, C, carries 0.7555; number 76, H, carries 0.1279; number 77, H, carries 0.3299; number 78, H, carries 0.3334; number 79, H, carries 0.2440; number 80, H, carries 0.3977; number 81, H, carries 0.3772; number 82, H, carries 0.3719; number 83, H, carries 0.4117